1.
Here is a molecular structure, C22H33N13O2PPtSe in a non-equilibrium geometry from OMol25. Energies are from ωB97M-V/def2-TZVPD.

Values from the calculation:
net charge: +3
energy relative to the best compared isomer or geometry (same formula, charge and spin): 33.0 kcal per mole
LUMO (alpha / beta): -7.343 / -10.319 eV
multiplicity: 5
E_HOMO (alpha / beta): -15.93 / -16.11 eV
orbital gap (alpha / beta): 8.59 / 5.79 eV

Each line ends with the Löwdin charge.
Positions of all 73 atoms, in Å:
Pt1 0.14 1.06 1.01  1.16
Se1 -1.04 -2.03 -2.44  0.94
P1 0.01 1.13 4.57  1.20
O1 -1.69 1.87 -0.65  0.00
O2 -2.21 0.69 -2.43  0.03
N1 -1.86 -3.96 -4.36  -0.10
N2 -1.45 3.50 4.14  -0.10
N3 1.82 1.09 2.41  -0.07
N4 -2.33 1.53 -1.60  -0.13
N5 2.55 1.37 -2.54  -0.07
N6 -3.58 -3.01 -3.41  -0.10
N7 1.54 0.65 -0.86  -0.12
N8 -0.83 2.53 2.28  -0.08
N9 -0.70 -0.43 2.33  -0.09
N10 2.20 0.26 -1.89  0.11
N11 1.44 1.99 -0.82  -0.03
N12 -1.22 -1.37 4.23  -0.11
N13 2.82 1.23 4.35  -0.10
C1 -0.80 2.44 3.60  -0.45
C2 3.34 1.35 -3.79  -0.07
C3 -1.62 -2.22 3.25  -0.02
C4 -1.37 -1.61 5.67  0.01
C5 1.32 0.37 -4.96  -0.07
C6 -1.52 3.66 1.96  -0.09
C7 3.05 1.32 5.80  0.01
C8 3.37 -1.06 -4.60  -0.07
C9 -1.66 3.77 5.56  0.01
C10 -1.29 -1.64 2.06  -0.10
C11 2.84 0.36 -4.84  -0.40
C12 2.07 2.43 -1.88  -0.07
C13 -0.67 -0.29 3.65  -0.44
C14 3.80 1.19 3.40  -0.01
C15 -2.97 -4.52 -4.88  0.04
C16 -4.41 -2.12 -2.61  0.02
C17 -0.49 -4.28 -4.76  0.01
C18 -2.22 -3.02 -3.44  -0.66
C19 1.62 1.17 3.72  -0.45
C20 -1.91 4.27 3.11  -0.01
C21 -4.05 -3.93 -4.29  0.04
C22 3.17 1.10 2.20  -0.09
H1 0.08 -4.63 -3.89  0.10
H2 -4.28 -2.34 -1.55  0.10
H3 -5.11 -4.10 -4.43  0.16
H4 3.01 -1.46 -3.65  0.06
H5 0.92 1.39 -5.02  0.09
H6 3.59 1.05 1.21  0.11
H7 -1.97 -0.83 6.13  0.10
H8 -4.13 -1.09 -2.81  0.08
H9 3.26 0.72 -5.78  0.15
H10 -2.94 -5.29 -5.64  0.16
H11 -5.45 -2.27 -2.89  0.11
H12 -2.26 4.66 5.66  0.10
H13 3.04 -1.72 -5.41  0.08
H14 -0.01 -3.40 -5.18  0.10
H15 -1.44 -1.99 1.06  0.09
H16 1.01 -0.15 -5.87  0.09
H17 3.31 2.37 -4.17  0.14
H18 -1.87 -2.56 5.81  0.10
H19 -2.46 5.18 3.28  0.14
H20 -2.09 -3.17 3.46  0.14
H21 2.58 2.22 6.20  0.10
H22 -0.53 -5.07 -5.51  0.11
H23 -1.70 3.96 0.94  0.11
H24 4.12 1.38 5.97  0.10
H25 2.20 3.46 -2.18  0.15
H26 2.65 0.45 6.30  0.10
H27 -0.70 3.94 6.06  0.10
H28 4.37 1.13 -3.51  0.14
H29 4.46 -1.08 -4.60  0.09
H30 0.86 -0.13 -4.11  0.03
H31 4.84 1.22 3.65  0.14
H32 -0.39 -1.64 6.15  0.10
H33 -2.17 2.94 6.03  0.10



2.
Here is a single C22H33N3O4 molecule from OMol25. Energies are from ωB97M-V/def2-TZVPD.

Values from the calculation:
energy relative to the best compared isomer or geometry (same formula, charge and spin): 38.7 kcal per mole
SMILES: COc1cccc(CN2CCNC(=O)[C@@H]2CC(=O)N(C)C2CCCCC2)c1OC
LUMO: 0.728 eV
E_HOMO: -7.98 eV
orbital gap: 8.71 eV

Each line ends with the natural charge from an NBO analysis.
Positions of all 62 atoms, in Å:
O1 0.92 -0.59 -0.14  -0.66
O2 1.47 -2.23 3.65  -0.50
O3 -3.70 0.53 -1.99  -0.64
O4 -0.55 -0.38 3.27  -0.53
N1 -2.26 0.36 1.31  -0.43
N2 -4.44 1.35 -0.05  -0.61
N3 0.43 0.58 -2.01  -0.44
C1 -0.93 -4.19 1.66  -0.21
C2 3.52 2.80 -1.97  -0.40
C3 0.62 0.37 3.03  -0.26
C4 -3.50 0.76 -0.81  0.66
C5 -4.37 1.62 1.37  -0.23
C6 4.14 2.36 -3.29  -0.40
C7 0.22 -3.86 2.36  -0.29
C8 2.03 2.47 -1.94  -0.40
C9 -2.15 0.52 -0.13  -0.13
C10 -1.92 -3.24 1.49  -0.23
C11 2.43 0.54 -3.49  -0.41
C12 1.83 0.97 -2.15  -0.05
C13 2.56 -3.12 3.74  -0.25
C14 0.39 -2.60 2.90  0.25
C15 -2.92 1.52 1.86  -0.22
C16 -0.48 0.96 -3.07  -0.42
C17 -2.82 -0.90 1.77  -0.25
C18 -0.62 -1.63 2.72  0.34
C19 3.92 0.87 -3.51  -0.39
C20 -1.76 -1.96 1.99  -0.08
C21 0.09 -0.22 -0.97  0.70
C22 -1.37 -0.61 -0.84  -0.52
H1 -3.58 -1.30 1.07  0.18
H2 4.02 2.28 -1.14  0.20
H3 1.60 2.76 -0.97  0.21
H4 -5.01 0.91 1.91  0.19
H5 3.66 3.87 -1.83  0.21
H6 5.21 2.58 -3.29  0.21
H7 2.95 -3.37 2.75  0.18
H8 3.68 2.92 -4.11  0.19
H9 2.28 -0.54 -3.62  0.21
H10 -0.51 0.19 -3.85  0.19
H11 0.35 1.41 3.17  0.18
H12 2.35 0.44 -1.35  0.24
H13 -2.89 1.46 2.95  0.22
H14 -5.33 1.51 -0.50  0.40
H15 -1.05 -5.18 1.26  0.21
H16 -4.77 2.63 1.56  0.20
H17 -3.31 -0.72 2.73  0.22
H18 0.97 0.21 2.01  0.21
H19 2.29 -4.04 4.27  0.17
H20 1.52 3.04 -2.72  0.19
H21 -1.40 -1.51 -0.23  0.26
H22 -1.49 1.12 -2.70  0.23
H23 0.98 -4.62 2.48  0.22
H24 3.32 -2.59 4.31  0.20
H25 -0.14 1.89 -3.52  0.20
H26 -1.59 1.46 -0.28  0.22
H27 4.35 0.56 -4.47  0.21
H28 -2.81 -3.49 0.93  0.21
H29 4.42 0.30 -2.72  0.20
H30 1.42 0.10 3.73  0.18
H31 -1.83 -0.81 -1.80  0.25
H32 1.93 1.06 -4.31  0.19
H33 -2.36 2.40 1.55  0.20



3.
Here is a single C22H33N3O4 molecule from OMol25. Energies are from ωB97M-V/def2-TZVPD.

Values from the calculation:
energy relative to the best compared isomer or geometry (same formula, charge and spin): 48.2 kcal per mole
SMILES: COCCN1C(C)=C(C(=O)OC)[C@H](c2ccccc2)N/C1=N\CCCOC(C)C
LUMO: 0.876 eV
E_HOMO: -7.82 eV
orbital gap: 8.69 eV

Each line ends with the natural charge from an NBO analysis.
Positions of all 62 atoms, in Å:
O1 -0.77 3.33 1.81  -0.63
O2 -2.75 3.42 0.78  -0.52
O3 -4.44 -2.02 0.04  -0.56
O4 2.77 -1.57 0.93  -0.58
N1 0.16 -0.36 0.35  -0.64
N2 -1.92 -0.48 -0.72  -0.43
N3 -0.42 -2.18 -1.03  -0.59
C1 0.88 -2.78 -0.90  -0.24
C2 1.62 2.07 -2.83  -0.22
C3 1.62 2.94 -0.21  -0.21
C4 -5.01 -3.06 0.79  -0.24
C5 -0.66 -1.04 -0.49  0.61
C6 2.64 -2.97 0.90  -0.05
C7 0.08 1.07 0.50  -0.08
C8 1.21 -3.31 0.51  -0.44
C9 -3.76 1.03 -0.19  -0.68
C10 3.77 0.42 1.72  -0.62
C11 -2.80 -1.27 -1.57  -0.24
C12 0.88 1.81 -0.56  -0.05
C13 4.02 -1.05 1.37  0.12
C14 -2.30 0.71 -0.15  0.32
C15 5.10 -1.17 0.30  -0.64
C16 0.89 1.39 -1.88  -0.16
C17 2.36 3.19 -2.48  -0.22
C18 2.35 3.62 -1.16  -0.21
C19 -1.59 2.80 1.08  0.77
C20 -3.44 -2.46 -0.85  -0.07
C21 -1.38 1.51 0.44  -0.22
C22 -2.92 4.70 1.37  -0.26
H1 -5.48 -3.81 0.14  0.16
H2 -2.65 -3.00 -0.30  0.19
H3 -3.87 -3.14 -1.59  0.17
H4 1.66 -2.07 -1.20  0.18
H5 -4.01 1.73 0.59  0.25
H6 4.33 -1.60 2.27  0.16
H7 1.61 3.28 0.82  0.23
H8 0.89 -3.61 -1.62  0.20
H9 -2.17 -1.68 -2.36  0.25
H10 -2.12 5.37 1.05  0.19
H11 5.31 -2.21 0.07  0.21
H12 -5.76 -2.61 1.43  0.19
H13 2.99 0.49 2.47  0.22
H14 -3.57 -0.63 -1.99  0.21
H15 0.32 0.51 -2.17  0.20
H16 -4.02 1.48 -1.14  0.23
H17 2.88 -3.39 1.90  0.17
H18 2.93 3.72 -3.22  0.21
H19 1.07 -4.39 0.56  0.21
H20 -3.89 5.07 1.02  0.19
H21 3.34 -3.42 0.18  0.16
H22 -4.25 -3.56 1.40  0.17
H23 1.09 -0.74 0.48  0.44
H24 4.77 -0.67 -0.61  0.22
H25 -4.34 0.12 -0.05  0.25
H26 6.02 -0.71 0.65  0.21
H27 -2.91 4.63 2.46  0.19
H28 1.62 1.73 -3.86  0.21
H29 0.53 -2.85 1.23  0.21
H30 2.92 4.50 -0.88  0.21
H31 4.68 0.87 2.11  0.21
H32 3.45 0.96 0.84  0.22
H33 0.48 1.34 1.48  0.23